(1)
ORCA calculation (ωB97M-V with the def2-TZVPD basis set) on a cluster of 12 separate species, C23H71F3N16O14S in total at a distorted geometry.

Values from the calculation:
HOMO ... -8.450 eV
Gap between HOMO and LUMO ... 8.38 eV
Strongest force on any atom ... 0.1366 hartree/bohr
Total energy ... -3546.17100 a.u.

```
! wB97M-V def2-TZVPD RIJCOSX def2/J DEFGRID3
* xyz 0 1
S 0.37640 2.94390 -3.59466
F 2.69346 2.70425 -4.80982
F 1.19238 3.68818 -6.07556
F 1.05317 1.43322 -5.63920
O -2.10114 0.34632 -1.73302
O -1.27530 -1.73956 5.60818
O -0.99440 -3.88948 -4.64144
O -1.03260 2.81024 -4.09872
O 0.54393 0.23154 -0.46493
O -2.82189 2.05918 4.56377
O 1.28751 -2.58881 -0.28637
O 0.39206 2.14331 1.19866
O -4.48774 0.35015 -6.51659
O -3.87850 -1.49253 0.72655
O 0.74078 4.36355 -3.25270
O 6.30560 -1.01101 -5.00282
O 0.76933 1.92042 -2.59479
O 3.69538 1.70853 2.98393
N -0.07156 -3.33015 -2.70683
N -0.29652 3.41173 2.90071
N -1.22014 -1.81631 -3.81722
N 4.97498 -0.44261 -2.13815
N -2.45345 -2.55347 -0.62760
N 1.91808 -4.44714 0.79331
N -4.49494 2.07766 -5.05787
N -2.29860 2.54560 -1.10968
N -3.43433 1.05660 -0.04218
N -5.34203 -0.20969 2.66785
N -3.18672 -3.59782 1.00197
N -0.37766 -3.61879 2.60953
N 0.33487 4.33326 1.12698
N 3.11986 -0.36983 0.04805
N -2.64594 1.20162 -5.58174
N 3.17900 -3.76498 -0.67990
C 5.07311 -0.27069 -4.63772
C 0.17369 3.17887 1.68229
C 3.04418 1.82753 4.29097
C -4.59982 0.95809 3.04607
C -2.38780 -1.55360 6.44588
C -0.06512 -1.16553 2.75167
C 3.75021 2.09514 0.17014
C 3.10721 0.60156 2.29400
C 2.05596 -3.53027 -0.09154
C 2.87294 -0.58898 -3.30327
C -3.22501 -2.48331 0.35301
C -5.61949 2.07411 2.94819
C 3.71623 0.66373 0.88576
C 1.39295 2.66406 -5.17348
C -3.98505 1.09437 -5.70811
C 4.41199 -0.97938 -3.36381
C -2.24836 2.08749 5.82194
C -3.82351 1.05212 4.40893
C -1.58074 -2.38459 4.38123
C -2.57188 1.22277 -1.00550
C 6.79526 -0.57136 -6.25866
C -0.29474 -2.48443 3.48691
C -0.80347 -3.06950 -3.73421
H 3.85179 -0.48714 -0.63797
H 1.21781 -4.23644 1.48995
H 6.07474 -0.85869 -7.02442
H -4.57717 1.12470 5.19305
H -3.79920 0.14017 0.17488
H 0.29836 -4.25676 -2.54980
H -3.29145 0.10143 4.37420
H 5.12280 0.55611 -2.16641
H 5.89005 -0.86037 -2.04748
H -2.19097 1.81042 -4.91657
H -3.66008 1.92700 0.41776
H -6.01055 2.18028 1.93631
H 2.67147 0.41347 -2.92561
H 4.76887 0.38385 0.92717
H 3.51330 -4.63802 -0.29760
H 0.15779 5.24224 1.53008
H -0.78684 -0.96595 1.95959
H -2.52086 -2.42874 7.08191
H -5.12172 2.98948 3.26822
H -2.79535 -4.22201 0.31110
H 4.46919 2.79131 0.60199
H -2.07318 0.49238 -6.01650
H -0.57162 -4.40891 3.20802
H 2.34990 -1.38021 -2.76615
H -1.50559 2.86974 5.97839
H 3.12052 -1.26755 0.51087
H 3.10791 2.89489 4.50259
H 0.62180 0.86854 -1.17892
H -1.91515 -1.63086 -4.52620
H -4.75037 -0.82739 2.13075
H -2.30448 -0.72788 7.15253
H 5.17450 0.81456 -4.62881
H -3.09189 2.16124 6.50834
H -6.12011 0.00142 2.05948
H 4.01828 1.94364 -0.87547
H -3.97725 2.78822 -4.56067
H 2.54178 -5.21891 0.98164
H 0.51058 -2.60650 4.21125
H -2.26831 -1.70885 3.87259
H -0.58655 2.55879 3.35733
H 3.66098 -3.20611 -1.36943
H 4.46775 -2.06179 -3.47954
H -6.42093 2.13655 3.68432
H -2.81514 3.20480 -0.54511
H -2.36188 -1.58343 -0.89359
H -5.49382 2.19803 -5.14632
H -3.26970 -1.42746 5.81785
H 3.61653 1.35166 5.08725
H 7.71739 -1.07323 -6.55174
H -0.07801 -2.69219 -1.92385
H -0.99176 -1.00980 -3.25374
H -1.66877 2.92545 -1.80187
H -1.75519 -3.24653 -0.85605
H 2.05298 0.77159 2.07537
H -2.10450 -3.32965 4.52491
H 3.35862 -0.36410 2.73260
H 0.56953 0.76001 0.33611
H 0.03465 -0.35766 3.47657
H 0.90259 -1.19638 2.25098
H -0.76661 4.25475 3.19809
H -1.69965 1.16136 5.99305
H 0.96756 4.23485 0.34587
H 4.34627 -0.46699 -5.42593
H 1.36883 -0.25949 -0.45918
H -1.08193 -3.48542 1.89798
H -3.80979 1.15761 2.32210
H 2.37632 -0.70664 -4.26640
H -3.73194 -3.73275 1.84140
H 1.97221 1.64500 4.36598
H 6.89928 0.51363 -6.26823
H 2.82328 2.66639 0.22078
*
```

Results of the Löwdin charge analysis, in e, for atoms 1 through 2:
1. S 0.604
2. F 0.098

(2)
ORCA calculation (ωB97M-V with the def2-TZVPD basis set) on a cluster of 13 separate species, C23H72N8O13 in total at a distorted geometry.

Values from the calculation:
HOMO ... -8.569 eV
Gap between HOMO and LUMO ... 8.27 eV
Strongest force on any atom ... 0.2577 hartree/bohr
ΔE to the lowest compared entry with this formula, charge and spin ... 2.386 eV
Total energy ... -2335.36286 a.u.

```
! wB97M-V def2-TZVPD RIJCOSX def2/J DEFGRID3
* xyz 0 1
O -1.35916 -4.16699 -2.04958
O -1.44716 1.17901 -1.30158
O 2.35284 1.49101 2.93642
O 0.66684 -0.66399 -0.56358
O 3.70984 -1.76899 -2.54358
O -3.36416 -4.84399 0.92342
O -2.65016 5.02201 1.97642
O 1.43784 3.89001 -1.95058
O -0.40216 -2.57599 4.83342
O 2.74484 1.14801 -1.26258
O 1.91284 -3.34899 0.80242
O -3.18116 -1.80999 1.81042
O -4.94116 -1.37199 -3.09958
N 4.34384 0.74701 -3.02458
N 3.19884 -1.59199 0.04242
N -3.52916 0.41901 -3.74458
N 0.26384 1.63901 -2.89658
N -3.08016 -0.58899 -1.89258
N -1.73916 2.50301 -3.15958
N 3.87984 2.77901 -2.51458
N 4.21284 -3.30199 1.04342
C -3.83916 -0.52799 -2.92158
C -2.88616 2.79801 1.65742
C -2.29016 4.11401 1.17842
C 0.35984 1.97001 3.76842
C -2.28516 -5.40199 0.95042
C 3.64484 1.54101 -2.25158
C 2.74384 -2.24099 -3.23258
C -0.39516 -1.56399 3.90642
C 2.41384 2.96401 4.68042
C -2.95816 4.45701 -0.19458
C -1.19616 -3.00399 -1.23958
C -2.58216 -6.74599 1.53742
C 1.78684 1.69401 4.04142
C 1.18884 3.17201 0.23942
C -0.95116 1.79001 -2.38958
C 2.12484 5.35001 -0.44358
C 1.11984 4.22101 -0.82058
C 0.22084 -0.57599 0.73642
C -1.32316 -4.68099 1.83942
C 3.11884 -2.76899 0.53942
C 1.90784 -1.13299 -3.77258
C -3.32616 -0.47199 1.45942
C 1.84384 -3.28099 -2.62958
H 3.16384 3.41801 -2.18458
H -2.11516 -3.93899 -2.62758
H 0.21084 -1.82699 3.07342
H -1.47316 3.01901 -4.00158
H 3.52684 -1.81999 -1.58058
H 4.07284 -0.23599 -2.93958
H 1.89684 0.87901 4.68042
H 1.00784 -1.60799 -4.21658
H 5.16884 -3.01999 0.79342
H 2.39284 -4.20899 -2.30758
H 3.99184 -1.01999 -0.24258
H 3.24184 -2.78799 -4.03858
H 4.66684 1.18101 -3.93058
H -1.04716 -3.84199 1.28442
H 0.07684 4.52401 -0.86958
H -1.89416 -5.54099 -0.04258
H -3.07116 -0.13299 0.39342
H -2.32816 2.43501 2.51342
H -3.27716 -4.11799 0.28342
H -0.01816 -0.76399 -1.20858
H 0.97884 3.08601 -2.19858
H -2.57416 0.04901 2.05742
H 1.03184 -0.40199 1.38842
H -2.74616 2.73401 -2.88758
H -2.61016 3.89101 -0.99658
H -2.98716 -6.69899 2.54342
H 2.28684 -1.22499 -0.22358
H -1.20516 3.94601 1.03342
H 2.13284 2.69001 0.31442
H 3.44884 2.69301 4.93042
H -2.22716 5.87701 1.86542
H 1.26184 -2.79499 -1.88458
H -1.35716 -1.40199 3.54542
H -2.61016 2.03501 0.91142
H -0.43516 -5.24399 1.99842
H -0.16416 1.13001 3.29142
H 0.19384 2.87201 3.21342
H -2.01316 -2.59699 -0.70458
H -2.67016 5.49701 -0.50858
H 0.35584 1.90701 -3.86158
H -0.83316 -2.25399 -1.87558
H 1.12184 1.19501 -2.45758
H -0.20816 2.24001 4.61542
H -3.37916 -7.22699 0.97142
H 2.22984 6.08701 -1.23258
H 1.67784 -0.48499 -2.92158
H 2.53784 -0.56499 -4.55158
H -4.04816 4.48701 -0.04758
H 0.52884 2.42701 0.16342
H 2.93284 0.75301 3.00342
H -1.68016 -7.33299 1.59842
H -4.27916 -0.08699 1.78342
H -2.47916 0.17701 -1.56158
H -2.60516 0.89301 -3.68058
H -0.39116 -3.18399 -0.55558
H -0.05116 -0.69999 4.40542
H 1.89684 5.82601 0.49442
H -3.19016 -1.39999 -1.30358
H 0.96384 3.55101 1.20542
H 1.03584 -3.64699 -3.30558
H -1.86416 -4.46999 2.75442
H 4.64984 3.10001 -3.03458
H 4.11484 -3.94299 1.85542
H 1.75384 3.23501 5.47942
H -0.89916 -2.27599 5.58242
H -4.05616 -2.18999 2.12542
H 3.11284 4.95501 -0.21358
H -3.93916 2.73301 1.83342
H 2.56084 3.79401 4.01242
H -0.39416 -1.43399 1.00142
H -4.05916 0.41901 -4.70058
H -0.51716 0.23101 0.89442
*
```

Results of the Löwdin charge analysis, in e, for atoms 1 through 2:
1. O -0.080
2. O -0.066

(3)
ORCA calculation (ωB97M-V with the def2-TZVPD basis set) on a cluster of 15 separate species, C23H76O25 in total at a distorted geometry.

Values from the calculation:
HOMO ... -9.743 eV
Gap between HOMO and LUMO ... 9.42 eV
Strongest force on any atom ... 0.0727 hartree/bohr
Total energy ... -2802.53438 a.u.

```
! wB97M-V def2-TZVPD RIJCOSX def2/J DEFGRID3
* xyz 0 1
O -7.30420 -2.02308 -3.21319
O 7.51065 -3.11075 -2.15610
O -2.25093 -6.83763 -1.22967
O -9.07405 -3.96489 4.58042
O -3.08552 -0.53310 7.72107
O -0.70722 3.29863 -3.11734
O 7.62782 5.54773 1.51510
O 1.25454 -1.55155 -7.75514
O 0.63433 -1.08137 -1.36146
O -7.97540 -4.46137 1.77671
O -1.17795 -5.43887 -3.36169
O -3.75025 -2.91144 10.53280
O -4.63044 6.30374 3.48478
O -0.31837 -2.40160 -10.19325
O -7.10563 0.19032 -1.41742
O 7.87969 -3.70045 -4.97725
O 8.96532 4.06295 -0.29927
O 3.16977 9.39132 2.66966
O 3.65353 2.74202 -5.24194
O 4.89246 4.76939 -8.03835
O 6.73743 -2.71318 3.15480
O 1.48443 1.19919 6.26742
O -5.12523 2.72820 3.54325
O 3.13330 6.33491 2.63081
O -2.56953 -6.03980 4.16643
C 8.07620 4.25043 1.83814
C 7.09628 -4.46297 -4.12443
C 8.01109 3.45845 0.49859
C -2.53166 -5.62637 -3.14920
C -7.85353 -4.42869 4.13038
C 1.02094 -1.37087 -0.05933
C 2.58781 7.14191 3.68040
C -2.83271 -6.96015 -2.48283
C -0.82874 -2.27108 -8.89823
C 2.05658 -0.26012 0.27386
C -0.07646 -1.17925 -8.06637
C -3.64563 -1.67320 9.87304
C -6.65752 -0.83742 -3.67603
C -4.29996 3.81384 3.32835
C -0.25659 -1.34170 0.81970
C 3.98513 3.79841 -7.47437
C -6.08055 -0.02251 -2.47235
C 4.30542 3.72194 -6.00063
C -2.86591 -1.68299 8.57793
C -7.37692 -3.83445 2.83880
C -4.99726 5.00019 3.98077
C 6.48534 -3.69143 -2.92585
C 3.26482 8.54744 3.83356
H 8.83970 5.00821 -0.18836
H 7.70923 -5.30362 -3.79933
H -4.16571 3.94305 2.25439
H -7.45516 -2.75435 2.96278
H 9.05328 4.22166 2.32041
H 7.04386 -3.61982 3.17301
H 2.82720 9.11318 4.65607
H -2.39075 -6.27732 3.25656
H -0.06134 -1.27658 1.89009
H 5.96164 -4.37028 -2.25280
H -7.28404 -0.28117 -4.37328
H 2.69722 6.48538 1.78891
H 2.41393 -0.30691 1.30256
H -7.71996 -5.38669 1.76515
H 2.89572 3.10144 -4.77488
H -7.78464 -5.51494 4.07203
H -3.89988 -7.01538 -2.26790
H 4.28925 8.29806 4.11007
H 4.83513 5.58773 -7.53972
H -0.05886 -0.17378 -8.48689
H -8.88808 -3.10291 4.95990
H -6.06282 4.91924 3.76601
H -7.37378 -1.98244 -2.25658
H 4.12815 4.70134 -5.55627
H -3.11873 -2.56959 7.99645
H -0.94197 3.96591 -2.47245
H -0.95785 -0.56831 0.50631
H -4.66266 -1.41581 9.57723
H -1.82409 -1.77674 8.88439
H 2.95991 4.14601 -7.60159
H 2.74096 6.66243 4.64723
H -5.08808 7.02286 3.92641
H -7.22387 -4.15939 4.97839
H 1.50852 7.26430 3.58961
H -0.70827 -3.23183 -8.39766
H -1.91747 -2.21848 -8.89510
H 8.08517 2.42142 0.82595
H -0.63164 -1.06550 -7.13528
H 1.85739 1.35172 7.13567
H 7.43468 4.02976 2.69128
H -0.83014 -2.26823 0.79363
H -5.79542 0.90602 -2.96696
H -2.16890 -0.37128 7.48608
H -3.00102 -4.79603 -2.62162
H 4.13490 2.85095 -7.99204
H -5.16161 -0.50510 -2.13951
H -5.86800 -1.22656 -4.31894
H 5.36298 3.49744 -5.86181
H -0.97451 -4.52673 -3.14211
H -3.27247 3.69671 3.67281
H -6.32779 -4.06730 2.65653
H -4.92655 4.89375 5.06325
H -2.45554 -7.76326 -3.11596
H -1.70810 -5.85205 4.53915
H 0.62289 -2.26306 -10.06498
H -1.30980 -6.72634 -1.38287
H 1.59340 -1.09993 -6.97872
H 8.03285 -2.59170 -2.77213
H 5.74102 -2.96659 -3.25553
H -1.21633 3.52693 -3.89511
H 6.96385 3.50546 0.19996
H 6.67182 5.46321 1.49263
H 7.35787 -3.33321 -5.69450
H 6.65503 -2.50636 2.22385
H 6.36076 -5.01585 -4.70876
H -4.89117 2.35619 4.39673
H -3.02662 -5.53495 -4.11603
H 2.06346 0.54991 5.86818
H 1.42767 -2.37619 0.05030
H -6.66198 0.47881 -0.61645
H 1.77419 0.77569 0.08558
H -4.69299 -3.09252 10.52652
H 3.70403 10.18284 2.76798
H -3.25548 -0.94364 10.58271
H 0.59456 -0.13949 -1.54281
H 2.96763 -0.47862 -0.28321
*
```

Results of the Löwdin charge analysis, in e, for atoms 1 through 2:
1. O -0.078
2. O -0.064